No. 1
Below is C28H22ClN2O5Tc as an isolated structure, with properties calculated with the ωB97M-V functional and the def2-TZVPD basis.

The relative energy (zero: lowest compared OMol25 entry of this formula, charge and spin) comes out at 7.8 kcal per mole. The calculation puts the HOMO-LUMO gap (alpha / beta) at 6.67 / 5.82 eV. The spin multiplicity is 4. Its LUMO energy (alpha / beta) is -4.334 / -5.181 eV. As for the net charge: +1. The expectation value of S² is 3.779. The calculation puts the HOMO energy (alpha / beta) at -11.002 / -11.003 eV.

Atoms and positions in Å:
Tc (0.692, -0.932, 0.142)
C (0.795, -4.871, 0.254)
C (1.576, -3.815, 0.991)
C (2.964, -3.816, 0.995)
C (3.686, -2.843, 1.680)
C (3.040, -1.841, 2.395)
C (1.654, -1.846, 2.452)
C (0.920, -2.817, 1.737)
H (0.908, -5.839, 0.749)
H (1.163, -4.987, -0.768)
H (-0.269, -4.637, 0.216)
H (3.488, -4.598, 0.457)
H (4.769, -2.872, 1.665)
H (3.606, -1.091, 2.933)
H (1.129, -1.164, 3.108)
H (-0.149, -2.918, 1.920)
O (-3.720, -1.585, 0.764)
C (-4.080, -0.505, 0.029)
C (-5.433, -0.194, 0.031)
C (-5.894, 0.912, -0.648)
C (-5.018, 1.746, -1.349)
C (-3.686, 1.429, -1.382)
C (-3.195, 0.292, -0.715)
C (-1.777, -0.010, -0.825)
O (-1.262, -0.999, -0.069)
N (-1.012, 0.657, -1.632)
N (0.297, 0.223, -1.477)
C (1.183, 0.722, -2.276)
C (2.548, 0.303, -2.384)
C (3.361, 0.916, -3.353)
C (4.634, 0.458, -3.593)
C (5.112, -0.641, -2.874)
C (4.338, -1.243, -1.901)
C (3.069, -0.757, -1.641)
O (2.344, -1.342, -0.645)
H (-2.761, -1.626, 0.836)
H (-6.102, -0.837, 0.591)
H (-6.953, 1.143, -0.629)
H (-5.386, 2.625, -1.861)
H (-2.985, 2.049, -1.926)
H (0.813, 1.483, -2.958)
H (2.964, 1.757, -3.912)
H (5.255, 0.938, -4.337)
H (6.102, -1.031, -3.082)
H (4.700, -2.086, -1.325)
Cl (-2.047, 6.762, 1.303)
C (-1.653, 5.092, 1.511)
C (-0.376, 4.651, 1.194)
C (-0.070, 3.307, 1.342)
C (-1.032, 2.419, 1.817)
C (-2.302, 2.882, 2.143)
C (-2.618, 4.221, 1.989)
C (-0.784, 0.959, 1.927)
O (-1.580, 0.178, 2.361)
O (0.388, 0.541, 1.336)
H (0.364, 5.358, 0.836)
H (0.923, 2.951, 1.101)
H (-3.039, 2.179, 2.514)
H (-3.603, 4.590, 2.242)

Atom charges from the Mulliken analysis, given in e for atoms 1 to 5: atom 1 (Tc): 1.049, atom 2 (C): -1.636, atom 3 (C): 1.165, atom 4 (C): -0.664, atom 5 (C): -0.492

***

No. 2
Below is C6H7ClO2S as an isolated structure at a distorted geometry, with properties calculated with the ωB97M-V functional and the def2-TZVPD basis.

The calculation puts the HOMO-LUMO gap (alpha / beta) at 6.59 / 7.84 eV. The spin multiplicity is 3. Its LUMO energy (alpha / beta) is 0.543 / -1.333 eV. The expectation value of S² is 2.028. The calculation puts the HOMO energy (alpha / beta) at -6.050 / -9.178 eV.

Atoms and positions in Å:
C (2.181, -0.799, 0.507)
C (2.101, 0.613, 0.548)
C (1.423, -1.633, -0.299)
C (0.156, 0.846, -1.280)
C (-1.970, 0.006, 1.143)
C (-1.319, 0.657, -1.100)
O (0.810, -2.618, -0.543)
O (-1.672, -0.347, -0.212)
S (0.986, 1.694, -0.122)
Cl (1.003, -0.344, -2.140)
H (2.989, -1.282, 1.001)
H (2.969, 1.082, 1.015)
H (-1.041, -0.037, 1.762)
H (-2.827, -0.620, 1.590)
H (-2.323, 0.971, 1.127)
H (-1.724, 0.149, -1.955)
H (-1.742, 1.661, -1.041)

Atom charges from the Mulliken analysis, given in e for atoms 1 to 5: atom 1 (C): -0.433, atom 2 (C): -0.405, atom 3 (C): 0.567, atom 4 (C): 0.275, atom 5 (C): -0.678

***

No. 3
Below is an isolated ion of composition C3H2F5O4S and charge -1 at a distorted geometry, with properties calculated with the ωB97M-V functional and the def2-TZVPD basis.

The relative energy (zero: lowest compared OMol25 entry of this formula, charge and spin) comes out at 21.5 kcal per mole. The calculation puts the HOMO-LUMO gap at 9.88 eV. The SMILES is O=S(=O)([O-])C(F)(F)[C@](O)(F)C(F)F. Its LUMO energy is 3.764 eV. As for the net charge: -1. The calculation puts the HOMO energy at -6.117 eV.

Atoms and positions in Å:
C (0.485, 1.574, 0.561)
C (0.208, 0.818, -0.722)
C (0.669, -0.916, -0.388)
O (-1.913, -1.441, -0.399)
O (-0.917, -0.830, 1.734)
O (-0.485, -3.051, 0.823)
O (-1.024, 0.866, -1.187)
F (-0.091, 2.841, 0.407)
F (1.803, 1.813, 0.836)
F (1.019, 1.334, -1.702)
F (1.008, -1.459, -1.557)
F (1.766, -0.879, 0.381)
S (-0.818, -1.646, 0.543)
H (-0.023, 1.061, 1.560)
H (-1.688, -0.083, -0.891)

Atom charges from the Mulliken analysis, given in e for atoms 1 to 5: atom 1 (C): 0.364, atom 2 (C): 0.571, atom 3 (C): 0.447, atom 4 (O): -0.666, atom 5 (O): -0.651

***

No. 4
Below is one molecule with the formula C18H16F3N at a distorted geometry, with properties calculated with the ωB97M-V functional and the def2-TZVPD basis.

The calculation puts the HOMO-LUMO gap at 8.82 eV. The SMILES is FC(F)(F)c1ccc(N2CC=C(c3ccccc3)CC2)cc1. Its LUMO energy is 0.577 eV. The calculation puts the HOMO energy at -8.241 eV.

Atoms and positions in Å:
F (3.471, 0.221, 6.103)
F (2.324, 2.039, 5.758)
F (1.342, 0.246, 6.639)
C (0.700, -0.024, -1.854)
C (-0.691, -0.157, -1.747)
C (-3.141, 1.161, -5.043)
C (-3.719, 0.904, -3.803)
C (-1.794, 0.960, -5.265)
C (-2.946, 0.489, -2.704)
C (-1.025, 0.508, -4.187)
C (1.132, 0.728, 1.991)
C (1.774, -1.516, 2.630)
C (1.409, 1.148, 3.320)
C (2.006, -1.102, 3.957)
C (-1.565, 0.245, -2.886)
C (1.350, -0.605, 1.665)
C (1.882, 0.237, 4.309)
N (0.999, -1.020, 0.375)
C (2.237, 0.683, 5.715)
C (1.682, -0.511, -0.818)
C (-1.287, -0.674, -0.424)
C (-0.334, -1.678, 0.232)
H (1.148, 0.378, -2.766)
H (-3.807, 1.551, -5.773)
H (-4.749, 1.152, -3.606)
H (-1.301, 1.177, -6.200)
H (-3.406, 0.317, -1.733)
H (0.008, 0.325, -4.439)
H (0.768, 1.430, 1.255)
H (1.913, -2.530, 2.334)
H (1.309, 2.216, 3.574)
H (2.327, -1.868, 4.667)
H (2.346, -1.277, -1.225)
H (2.312, 0.326, -0.535)
H (-1.468, 0.195, 0.214)
H (-2.252, -1.151, -0.609)
H (-0.723, -1.922, 1.217)
H (-0.232, -2.602, -0.338)

Atom charges from the Mulliken analysis, given in e for atoms 1 to 5: atom 1 (F): -0.260, atom 2 (F): -0.275, atom 3 (F): -0.245, atom 4 (C): -0.671, atom 5 (C): 0.890

***

No. 5
Below is C19H11F2HgN6O3S3 as an isolated structure, with properties calculated with the ωB97M-V functional and the def2-TZVPD basis.

The relative energy (zero: lowest compared OMol25 entry of this formula, charge and spin) comes out at 0.0 kcal per mole. The calculation puts the HOMO-LUMO gap (alpha / beta) at 3.49 / 6.28 eV. The spin multiplicity is 2. Its LUMO energy (alpha / beta) is 3.754 / 3.754 eV. As for the net charge: -2. The expectation value of S² is 0.764. The calculation puts the HOMO energy (alpha / beta) at 0.260 / -2.527 eV.

Atoms and positions in Å:
Hg (1.717, 1.313, -0.319)
S (-5.125, 1.063, 2.787)
N (-4.549, 2.156, 1.737)
C (-3.627, 1.543, 1.019)
C (-2.839, 2.146, -0.038)
C (-2.912, 3.501, -0.349)
C (-2.087, 4.000, -1.329)
C (-1.219, 3.119, -1.975)
N (-1.145, 1.830, -1.700)
C (-1.931, 1.339, -0.736)
C (-1.754, -0.090, -0.377)
N (-0.840, -0.782, -1.061)
C (-0.587, -2.025, -0.691)
C (-1.241, -2.665, 0.366)
C (-2.208, -1.972, 1.051)
C (-2.478, -0.654, 0.679)
C (-3.446, 0.172, 1.373)
N (-4.237, -0.222, 2.355)
H (-3.593, 4.135, 0.204)
H (-2.086, 5.051, -1.586)
H (-0.532, 3.477, -2.734)
H (0.188, -2.542, -1.245)
H (-0.959, -3.674, 0.634)
H (-2.743, -2.408, 1.884)
N (2.325, -6.536, -0.394)
C (2.383, -5.370, -0.381)
C (2.451, -3.974, -0.367)
C (2.684, -3.204, -1.557)
C (2.712, -1.840, -1.488)
N (2.537, -1.115, -0.350)
C (2.349, -1.840, 0.788)
C (2.302, -3.204, 0.838)
H (2.830, -3.697, -2.510)
H (2.874, -1.259, -2.389)
H (2.217, -1.253, 1.692)
H (2.148, -3.698, 1.789)
F (1.995, 2.956, -2.784)
C (2.776, 2.102, -1.999)
F (3.251, 1.149, -2.887)
H (3.648, 2.697, -1.716)
O (2.514, 3.121, 1.979)
S (1.895, 2.145, 2.876)
O (1.143, 2.740, 3.969)
O (2.797, 1.078, 3.274)
S (0.401, 1.191, 1.669)

Atom charges from the Mulliken analysis, given in e for atoms 1 to 5: atom 1 (Hg): 0.987, atom 2 (S): 0.048, atom 3 (N): -0.720, atom 4 (C): 0.769, atom 5 (C): 0.773

***

No. 6
Below is an isolated ion of composition C40H37F6N4 and charge +1 at a distorted geometry, with properties calculated with the ωB97M-V functional and the def2-TZVPD basis.

The calculation puts the HOMO-LUMO gap at 7.31 eV. The SMILES is FC(F)(F)CN(c1ccccc1)c1ccc(C(c2ccc(N(CC(F)(F)F)c3ccccc3)cc2)[n+]2cc3c4c(c2)CCCN4CCC3)cc1. Its LUMO energy is -2.714 eV. As for the net charge: +1. The calculation puts the HOMO energy at -10.026 eV.

Atoms and positions in Å:
F (-5.625, 0.951, -4.439)
C (-5.361, 0.294, -3.276)
F (-4.551, 1.096, -2.500)
F (-6.550, 0.140, -2.596)
C (-4.680, -1.036, -3.458)
N (-4.455, -1.656, -2.134)
C (-5.327, -2.731, -1.827)
C (-5.223, -3.900, -2.600)
C (-6.147, -4.935, -2.407)
C (-7.219, -4.748, -1.541)
C (-7.329, -3.591, -0.776)
C (-6.378, -2.570, -0.915)
C (-3.337, -1.350, -1.379)
C (-3.352, -1.543, 0.022)
C (-2.330, -1.034, 0.812)
C (-1.184, -0.440, 0.285)
C (0.005, -0.095, 1.222)
C (1.367, -0.598, 0.522)
C (2.577, -0.048, 0.913)
C (3.803, -0.487, 0.418)
C (3.881, -1.456, -0.609)
N (5.098, -1.747, -1.202)
C (6.273, -0.899, -0.903)
C (6.345, 0.207, -1.912)
F (7.360, 1.083, -1.680)
F (6.509, -0.329, -3.173)
F (5.153, 0.903, -1.902)
C (5.436, -2.919, -1.940)
C (5.099, -3.051, -3.303)
C (5.581, -4.130, -4.042)
C (6.398, -5.087, -3.443)
C (6.766, -4.945, -2.105)
C (6.352, -3.835, -1.388)
C (2.664, -1.991, -1.081)
C (1.453, -1.516, -0.554)
C (-1.175, -0.251, -1.108)
C (-2.195, -0.734, -1.933)
H (-5.347, -1.690, -4.033)
H (-3.738, -0.872, -3.988)
H (-4.408, -3.974, -3.313)
H (-6.022, -5.850, -2.970)
H (-7.973, -5.535, -1.446)
H (-8.155, -3.442, -0.092)
H (-6.440, -1.643, -0.347)
H (-4.227, -2.009, 0.490)
H (-2.360, -1.228, 1.881)
H (-0.095, -0.785, 2.053)
H (2.626, 0.696, 1.691)
H (4.709, -0.032, 0.808)
H (6.177, -0.472, 0.096)
H (7.186, -1.504, -0.961)
H (4.481, -2.275, -3.756)
H (5.335, -4.197, -5.101)
H (6.732, -5.949, -4.012)
H (7.398, -5.687, -1.620)
H (6.709, -3.647, -0.368)
H (2.672, -2.711, -1.911)
H (0.567, -1.969, -0.981)
H (-0.299, 0.109, -1.641)
H (-2.144, -0.620, -3.026)
C (1.083, 4.484, 5.588)
C (0.962, 3.007, 5.141)
C (0.433, 2.755, 3.735)
C (-0.249, 3.847, 3.145)
N (-0.446, 5.055, 3.783)
C (-0.119, 5.293, 5.161)
C (-1.329, 6.073, 3.296)
C (-1.371, 6.079, 1.785)
C (-1.601, 4.674, 1.222)
C (-0.794, 3.579, 1.861)
C (-0.654, 2.342, 1.236)
N (0.012, 1.303, 1.813)
C (0.541, 1.535, 3.043)
H (1.173, 4.588, 6.675)
H (1.998, 4.929, 5.186)
H (1.936, 2.548, 5.328)
H (0.282, 2.550, 5.874)
H (-0.985, 5.059, 5.817)
H (0.090, 6.373, 5.262)
H (-2.350, 5.926, 3.708)
H (-0.949, 7.038, 3.678)
H (-2.159, 6.770, 1.484)
H (-0.440, 6.489, 1.386)
H (-2.670, 4.454, 1.357)
H (-1.435, 4.708, 0.142)
H (-1.084, 2.125, 0.259)
H (1.036, 0.683, 3.513)

Atom charges from the Mulliken analysis, given in e for atoms 1 to 5: atom 1 (F): -0.280, atom 2 (C): 1.004, atom 3 (F): -0.255, atom 4 (F): -0.249, atom 5 (C): -1.119

***

no.,energy (a.u.)
1,-2106.695547
2,-1241.472658
3,-1314.060836
4,-1049.845514
5,-2832.718969
6,-2364.496822